(1)
A cluster of 8 separate species, C63H77N4O3Si in total. Source: OMol25; level of theory: ωB97M-V/def2-TZVPD.

Results
- charge = +1
- multiplicity = 1
- Kohn-Sham gap (eV) = 5.89
- largest force on an atom (eV/Å) = 3.4

Last column: Mulliken charge in e.
Geometry (Å):
C (-1.94, 3.78, -0.39)  -1.096
C (-0.80, 2.70, -0.64)  -0.373
O (-0.64, 1.84, 0.53)  -0.376
C (-0.76, 0.52, 0.15)  0.019
C (0.42, -0.16, -0.41)  0.683
C (1.75, 0.59, -0.62)  -1.096
C (2.34, 0.92, 0.84)  -0.823
C (3.46, -0.08, 1.29)  -0.388
N (3.73, 0.11, 2.75)  -0.377
C (5.16, -0.07, 3.07)  -0.624
C (5.40, -0.83, 4.43)  0.350
C (5.03, -0.25, 5.74)  -0.476
C (5.24, -0.99, 6.99)  -0.504
C (5.83, -2.34, 7.02)  -0.619
C (6.22, -2.90, 5.72)  -0.320
C (6.01, -2.16, 4.47)  0.461
O (6.41, -2.81, 3.28)  -0.585
C (0.13, -1.58, -0.71)  0.467
C (1.25, -2.48, -1.32)  -1.599
N (1.20, -2.57, -2.82)  -0.245
C (0.50, -1.42, -3.44)  -0.675
C (-1.24, -2.03, -0.40)  1.013
Si (-1.64, -3.92, -0.72)  0.335
C (-0.71, -4.90, 0.62)  -0.985
C (-1.30, -4.47, -2.50)  -0.954
C (-3.51, -4.24, -0.40)  -1.016
N (-2.30, -1.35, 0.08)  -0.917
N (-1.94, -0.10, 0.32)  0.967
O (-2.96, 0.67, 0.82)  -0.444
H (-2.58, 3.40, 0.46)  0.460
H (-1.50, 4.76, -0.07)  0.369
H (-2.54, 3.99, -1.31)  0.118
H (0.16, 3.25, -0.84)  0.343
H (-1.02, 2.11, -1.57)  0.426
H (1.62, 1.57, -1.14)  0.315
H (2.54, -0.01, -1.15)  0.493
H (1.48, 0.77, 1.57)  0.398
H (2.63, 2.00, 0.93)  0.407
H (3.10, -1.15, 1.20)  0.037
H (4.42, 0.09, 0.72)  0.353
H (3.39, 1.03, 3.06)  0.297
H (5.72, -0.63, 2.28)  0.458
H (5.70, 0.92, 3.19)  0.296
H (4.56, 0.76, 5.83)  0.279
H (4.95, -0.55, 7.97)  0.317
H (5.97, -2.92, 7.96)  0.365
H (6.69, -3.92, 5.74)  0.362
H (7.31, -3.14, 3.44)  0.289
H (1.36, -3.48, -0.83)  0.187
H (2.22, -1.94, -1.10)  0.303
H (2.17, -2.58, -3.15)  0.374
H (0.73, -1.47, -4.55)  0.414
H (0.86, -0.41, -3.10)  0.134
H (-0.61, -1.56, -3.36)  0.186
H (0.40, -4.78, 0.62)  0.338
H (-1.06, -4.49, 1.61)  0.294
H (-0.98, -5.98, 0.59)  0.349
H (-1.51, -3.70, -3.29)  0.270
H (-0.21, -4.77, -2.56)  0.300
H (-1.87, -5.43, -2.69)  0.386
H (-4.14, -4.08, -1.32)  0.279
H (-3.60, -5.29, 0.01)  0.371
H (-3.88, -3.58, 0.44)  0.238
H (-3.49, 0.96, 0.05)  0.368
C (-2.35, 6.15, -3.54)  -0.280
C (-2.73, 7.48, -3.42)  -0.877
C (-3.89, 7.94, -4.05)  -0.222
C (-4.67, 7.05, -4.79)  -0.271
C (-4.28, 5.72, -4.91)  -0.387
C (-3.12, 5.27, -4.29)  -0.680
H (-1.44, 5.80, -3.06)  0.539
H (-2.13, 8.17, -2.84)  0.447
H (-4.18, 8.97, -3.96)  0.332
H (-5.57, 7.40, -5.28)  0.467
H (-4.89, 5.03, -5.49)  0.401
H (-2.82, 4.23, -4.39)  0.505
C (-8.64, -2.66, -0.68)  -0.347
C (-8.89, -2.35, -2.02)  -0.431
C (-7.90, -1.76, -2.79)  -0.440
C (-6.66, -1.48, -2.24)  -0.471
C (-6.41, -1.78, -0.91)  0.056
C (-7.39, -2.37, -0.13)  -0.558
H (-9.41, -3.12, -0.08)  0.368
H (-9.86, -2.58, -2.45)  0.366
H (-8.10, -1.52, -3.83)  0.372
H (-5.89, -1.02, -2.85)  0.352
H (-5.43, -1.57, -0.48)  0.376
H (-7.20, -2.61, 0.91)  0.358
C (8.44, -6.31, 4.05)  -0.379
C (9.13, -5.74, 5.12)  -0.179
C (9.63, -6.55, 6.14)  -0.547
C (9.44, -7.93, 6.08)  -0.072
C (8.76, -8.50, 5.02)  -0.462
C (8.25, -7.69, 4.01)  -0.459
H (8.05, -5.69, 3.26)  0.246
H (9.28, -4.67, 5.16)  0.444
H (10.16, -6.10, 6.97)  0.375
H (9.84, -8.55, 6.87)  0.281
H (8.62, -9.57, 4.98)  0.377
H (7.71, -8.13, 3.18)  0.366
C (-7.21, 4.59, -0.04)  -0.450
C (-7.46, 4.92, -1.37)  -0.729
C (-6.48, 5.53, -2.14)  -0.340
C (-5.24, 5.81, -1.58)  0.122
C (-4.98, 5.48, -0.25)  -0.439
C (-5.97, 4.88, 0.52)  -0.633
H (-7.98, 4.12, 0.56)  0.410
H (-8.43, 4.69, -1.81)  0.440
H (-6.68, 5.79, -3.17)  0.449
H (-4.47, 6.28, -2.18)  0.231
H (-4.01, 5.70, 0.18)  0.543
H (-5.77, 4.63, 1.55)  0.423
C (-7.61, 9.17, -3.53)  0.168
C (-8.85, 8.96, -2.94)  -0.506
C (-9.90, 9.83, -3.21)  -0.408
C (-9.71, 10.90, -4.08)  -0.447
C (-8.47, 11.10, -4.68)  -0.461
C (-7.41, 10.24, -4.39)  -0.347
H (-6.79, 8.49, -3.31)  0.187
H (-9.00, 8.13, -2.26)  0.390
H (-10.86, 9.68, -2.75)  0.368
H (-10.53, 11.57, -4.30)  0.359
H (-8.32, 11.93, -5.36)  0.360
H (-6.44, 10.40, -4.85)  0.325
C (12.17, -11.78, 9.96)  -0.363
C (11.80, -10.44, 10.06)  -0.420
C (10.65, -9.98, 9.43)  -0.329
C (9.86, -10.87, 8.71)  -0.347
C (10.23, -12.20, 8.61)  -0.419
C (11.38, -12.66, 9.23)  -0.366
H (13.07, -12.13, 10.45)  0.355
H (12.42, -9.75, 10.63)  0.354
H (10.37, -8.94, 9.51)  0.396
H (8.96, -10.51, 8.22)  0.442
H (9.61, -12.89, 8.04)  0.358
H (11.67, -13.70, 9.14)  0.357
C (-0.45, 5.87, -7.75)  -0.549
C (0.38, 5.49, -8.80)  -0.417
C (0.29, 4.21, -9.32)  -0.438
C (-0.64, 3.31, -8.81)  -0.426
C (-1.47, 3.69, -7.76)  -0.419
C (-1.38, 4.97, -7.23)  0.154
H (-0.38, 6.87, -7.33)  0.384
H (1.09, 6.19, -9.20)  0.372
H (0.94, 3.91, -10.14)  0.359
H (-0.71, 2.31, -9.23)  0.370
H (-2.19, 2.99, -7.37)  0.377
H (-2.02, 5.26, -6.41)  0.253

***

(2)
The ion C63H79N4 with charge +1. Source: OMol25; level of theory: ωB97M-V/def2-TZVPD.

Results
- charge = +1
- energy relative to the best compared isomer or geometry (same formula, charge and spin) (kJ/mol) = 37.0
- multiplicity = 1
- Kohn-Sham gap (eV) = 6.78
- largest force on an atom (eV/Å) = 3.1

Last column: Mulliken charge in e.
Geometry (Å):
C (2.05, 3.09, -1.37)  -0.488
C (3.40, 3.18, -2.06)  2.565
C (3.06, 3.44, -3.53)  -2.433
C (4.17, 4.42, -1.58)  -1.512
C (4.23, 1.88, -1.88)  -0.268
C (4.68, 1.23, -3.04)  -0.210
C (5.25, -0.03, -2.97)  -1.284
C (5.52, -0.60, -1.73)  0.155
C (5.41, 0.16, -0.56)  0.735
C (6.30, -0.35, 0.62)  1.895
C (5.65, -0.19, 1.98)  -1.129
C (7.66, 0.36, 0.58)  -1.722
C (6.58, -1.86, 0.51)  -2.066
C (4.59, 1.33, -0.61)  -1.381
N (4.24, 2.05, 0.58)  1.541
C (5.19, 2.93, 1.27)  -1.228
C (4.54, 3.19, 2.59)  0.953
N (3.19, 2.60, 2.49)  1.457
C (2.31, 3.00, 3.60)  -1.737
C (1.75, 4.30, 3.65)  0.960
C (1.88, 5.49, 2.64)  1.776
C (0.54, 6.24, 2.52)  -1.837
C (2.21, 5.04, 1.24)  -1.513
C (2.93, 6.49, 3.15)  -1.886
C (0.95, 4.63, 4.75)  -0.372
C (0.46, 3.67, 5.62)  -1.739
C (1.03, 2.40, 5.57)  -0.246
C (2.15, 2.17, 4.77)  0.574
C (3.18, 1.15, 5.35)  2.249
C (2.55, 0.28, 6.46)  -2.235
C (4.36, 1.89, 6.01)  -1.662
C (3.63, 0.18, 4.28)  -1.216
C (3.06, 1.96, 1.27)  -2.009
C (2.09, 0.84, 0.90)  3.067
C (0.95, 0.94, 1.94)  1.021
C (0.06, 2.01, 1.95)  0.583
C (-1.01, 1.98, 2.83)  -1.052
C (-1.21, 0.86, 3.65)  -1.169
C (-0.36, -0.24, 3.56)  -0.806
C (0.72, -0.21, 2.69)  0.107
H (2.19, 2.83, -0.32)  -0.486
H (1.51, 4.06, -1.41)  0.899
H (1.42, 2.30, -1.80)  -0.279
H (3.96, 3.64, -4.12)  0.490
H (2.50, 2.59, -3.96)  0.399
H (2.41, 4.33, -3.60)  0.423
H (5.20, 4.41, -1.97)  0.322
H (3.67, 5.34, -1.95)  0.379
H (4.21, 4.50, -0.50)  0.065
H (4.56, 1.71, -4.02)  0.414
H (5.49, -0.56, -3.89)  0.414
H (5.87, -1.63, -1.72)  0.255
H (4.71, -0.75, 2.02)  0.183
H (6.30, -0.60, 2.78)  0.796
H (5.47, 0.85, 2.24)  -0.130
H (8.20, 0.06, -0.33)  0.432
H (7.59, 1.45, 0.58)  0.319
H (8.28, 0.06, 1.45)  0.422
H (7.23, -2.08, -0.34)  0.548
H (7.10, -2.21, 1.41)  0.435
H (5.64, -2.42, 0.42)  0.270
H (6.16, 2.43, 1.37)  0.274
H (5.35, 3.83, 0.68)  0.834
H (5.10, 2.72, 3.40)  0.043
H (4.44, 4.26, 2.82)  -0.347
H (0.31, 6.83, 3.41)  0.533
H (0.57, 6.93, 1.67)  0.429
H (-0.28, 5.53, 2.34)  0.339
H (3.14, 4.48, 1.19)  -0.106
H (1.41, 4.40, 0.85)  0.110
H (2.31, 5.90, 0.56)  0.955
H (3.92, 6.05, 3.28)  0.331
H (3.03, 7.33, 2.45)  0.435
H (2.62, 6.91, 4.12)  0.397
H (0.64, 5.67, 4.92)  0.355
H (-0.35, 3.90, 6.34)  0.426
H (0.61, 1.63, 6.21)  0.563
H (1.68, -0.28, 6.07)  0.422
H (3.28, -0.45, 6.82)  0.375
H (2.23, 0.89, 7.32)  0.484
H (4.88, 2.55, 5.31)  0.182
H (3.99, 2.50, 6.84)  0.454
H (5.09, 1.17, 6.41)  0.441
H (3.87, 0.72, 3.37)  -0.356
H (4.50, -0.40, 4.62)  0.958
H (2.82, -0.52, 4.03)  -0.013
H (2.86, -0.07, 1.19)  -2.646
H (0.20, 2.85, 1.26)  0.687
H (-1.70, 2.83, 2.89)  0.423
H (-2.06, 0.83, 4.34)  0.424
H (-0.55, -1.14, 4.15)  0.388
H (1.37, -1.08, 2.55)  -0.047
C (5.80, -4.26, -6.82)  -0.903
N (4.71, -3.30, -6.69)  0.058
C (4.30, -2.66, -7.93)  -0.923
C (4.10, -3.02, -5.50)  0.813
C (3.08, -2.03, -5.42)  -0.915
C (2.55, -1.66, -4.19)  -0.568
C (2.93, -2.30, -3.00)  0.210
C (2.44, -1.87, -1.66)  0.411
C (2.15, -0.54, -1.46)  -0.460
C (1.32, 0.07, -0.37)  -0.408
C (-0.11, 0.34, -0.98)  0.684
C (-1.30, 0.12, -0.25)  -0.474
C (-2.56, 0.42, -0.80)  -0.899
C (-2.67, 0.84, -2.14)  -0.720
C (-1.50, 0.94, -2.90)  -1.306
C (-0.25, 0.60, -2.35)  0.549
C (2.33, -2.90, -0.60)  -0.302
C (2.62, -2.61, 0.75)  0.890
C (2.43, -3.53, 1.77)  -0.071
C (2.00, -4.85, 1.46)  0.078
N (1.72, -5.73, 2.46)  0.060
C (1.40, -7.12, 2.19)  -0.955
C (1.63, -5.32, 3.85)  -0.768
C (1.87, -5.21, 0.09)  -0.777
C (2.04, -4.26, -0.90)  -0.930
C (3.90, -3.32, -3.11)  -0.625
C (4.48, -3.68, -4.31)  -0.953
H (5.46, -5.29, -6.59)  0.302
H (6.15, -4.23, -7.87)  0.236
H (6.64, -4.02, -6.15)  0.318
H (4.32, -1.56, -7.84)  0.310
H (5.00, -2.97, -8.73)  0.235
H (3.27, -2.97, -8.22)  0.323
H (2.74, -1.54, -6.34)  0.446
H (1.78, -0.89, -4.18)  0.480
H (2.47, 0.14, -2.26)  0.091
H (1.06, -0.76, 0.31)  0.389
H (-1.27, -0.30, 0.77)  0.386
H (-3.46, 0.34, -0.18)  0.448
H (-3.64, 1.10, -2.58)  0.380
H (-1.54, 1.29, -3.94)  0.415
H (0.61, 0.50, -3.03)  -0.135
H (3.08, -1.65, 0.99)  0.770
H (2.63, -3.25, 2.81)  0.286
H (0.43, -7.22, 1.67)  0.337
H (2.18, -7.60, 1.58)  0.332
H (1.33, -7.62, 3.17)  0.259
H (2.58, -4.88, 4.21)  0.268
H (0.82, -4.57, 4.00)  0.278
H (1.40, -6.22, 4.44)  0.259
H (1.59, -6.24, -0.17)  0.432
H (1.97, -4.57, -1.94)  0.626
H (4.21, -3.86, -2.22)  0.548
H (5.23, -4.48, -4.35)  0.429

***

(3)
A cluster of 7 separate species, C63H81BrFN9O16 in total. Source: OMol25; level of theory: ωB97M-V/def2-TZVPD.

Results
- multiplicity = 1
- Kohn-Sham gap (eV) = 7.44
- largest force on an atom (eV/Å) = 9.2

Last column: Mulliken charge in e.
Geometry (Å):
C (-2.40, -4.94, -3.11)  -0.858
C (-2.05, -5.25, -1.51)  -0.228
C (-1.58, -3.87, -0.74)  -0.611
C (0.02, -3.60, -1.04)  0.947
C (0.78, -3.33, 0.40)  -0.809
C (0.51, -1.83, 1.01)  -0.277
C (2.01, -1.21, 1.42)  -0.729
C (2.71, -2.07, 2.64)  -0.352
C (3.08, -1.16, 3.97)  -0.478
C (2.38, -1.81, 5.35)  0.473
C (3.38, -1.65, 6.64)  -0.909
C (2.74, -0.72, 7.88)  -0.736
N (1.26, -0.83, 8.04)  1.263
C (0.75, -2.17, 8.50)  0.301
C (1.83, -3.10, 9.32)  -0.350
C (1.20, -4.36, 10.14)  -0.657
C (0.39, -5.46, 9.23)  -0.419
C (1.20, -5.99, 7.91)  0.359
O (2.16, -6.93, 7.89)  -0.569
O (0.78, -5.38, 6.60)  -0.475
C (-0.74, -2.06, 9.19)  -0.614
N (-0.90, -1.01, 10.26)  0.324
C (-1.13, -1.60, 11.67)  -0.641
C (-2.59, -2.31, 11.85)  0.427
C (-3.88, -1.32, 11.77)  -0.973
F (-2.62, -2.94, 13.22)  -0.387
C (0.13, 0.09, 10.27)  -0.073
Br (1.67, -0.17, 11.52)  -0.003
C (-0.55, 1.55, 10.73)  0.236
O (0.11, 2.72, 10.49)  -0.627
O (-1.83, 1.68, 11.45)  -0.660
C (0.59, 0.35, 8.68)  -1.196
C (-0.65, 1.01, 7.78)  -0.353
C (-0.78, 0.38, 6.27)  -0.314
C (0.12, 1.20, 5.12)  0.712
N (-0.81, 2.13, 4.31)  -0.716
H (-1.44, -4.51, -3.65)  0.147
H (-2.74, -5.97, -3.57)  0.284
H (-3.31, -4.20, -3.22)  0.315
H (-3.01, -5.67, -0.95)  0.310
H (-1.21, -6.06, -1.49)  0.042
H (-2.16, -2.91, -1.13)  0.216
H (-1.80, -3.93, 0.42)  0.314
H (0.49, -4.57, -1.51)  -0.419
H (0.10, -2.70, -1.79)  -0.239
H (1.94, -3.43, 0.18)  0.299
H (0.52, -4.12, 1.22)  0.238
H (-0.03, -1.11, 0.26)  0.244
H (-0.15, -1.87, 2.01)  0.216
H (2.65, -1.31, 0.41)  0.334
H (1.88, -0.05, 1.67)  0.289
H (2.03, -3.00, 2.92)  0.118
H (3.75, -2.46, 2.21)  0.216
H (2.59, -0.10, 3.78)  0.140
H (4.23, -1.00, 4.07)  0.454
H (1.35, -1.28, 5.44)  -0.477
H (2.17, -2.95, 5.14)  0.160
H (3.85, -2.66, 7.03)  0.235
H (4.31, -1.01, 6.26)  0.469
H (3.37, -0.83, 8.88)  0.164
H (2.96, 0.40, 7.53)  0.486
H (0.55, -2.78, 7.49)  -0.004
H (2.56, -2.52, 10.02)  0.243
H (2.52, -3.59, 8.48)  0.005
H (2.13, -4.95, 10.61)  0.420
H (0.51, -4.09, 11.05)  0.090
H (0.23, -6.42, 9.94)  0.419
H (-0.69, -5.12, 8.92)  0.211
H (-0.19, -5.11, 6.78)  0.370
H (-1.46, -1.73, 8.30)  0.038
H (-1.18, -3.08, 9.57)  0.071
H (-1.82, -0.53, 10.06)  0.549
H (-0.27, -2.31, 12.02)  0.309
H (-1.13, -0.66, 12.41)  0.510
H (-2.75, -3.22, 11.10)  0.150
H (-4.65, -1.44, 12.68)  0.344
H (-3.64, -0.18, 11.70)  0.240
H (-4.49, -1.58, 10.78)  0.251
H (1.39, 1.24, 8.76)  0.729
H (-0.44, 2.18, 7.63)  -0.083
H (-1.71, 0.85, 8.29)  0.243
H (-1.91, 0.57, 5.94)  0.427
H (-0.64, -0.79, 6.21)  -0.031
H (0.49, 0.39, 4.33)  -0.815
H (1.00, 1.81, 5.58)  0.229
H (-1.69, 1.62, 4.04)  0.282
H (-1.02, 3.01, 4.84)  0.340
O (0.25, -0.65, -2.63)  -0.588
N (0.96, -0.27, -3.57)  1.008
O (2.12, 0.14, -3.45)  -0.598
C (0.38, -0.29, -4.92)  -0.065
C (-0.94, -0.71, -5.09)  -0.102
C (-1.50, -0.71, -6.38)  -0.695
C (-0.73, -0.30, -7.47)  -0.423
C (0.59, 0.11, -7.29)  -0.344
C (1.16, 0.11, -6.01)  -0.478
H (-1.55, -1.03, -4.25)  0.513
H (-2.53, -1.03, -6.52)  0.419
H (-1.17, -0.29, -8.46)  0.481
H (1.18, 0.42, -8.15)  0.387
H (2.19, 0.44, -5.89)  0.449
O (1.59, 4.69, 5.65)  -0.610
N (0.67, 4.92, 6.45)  1.036
O (-0.46, 4.42, 6.37)  -0.613
C (0.93, 5.84, 7.56)  0.098
C (2.19, 6.46, 7.66)  -0.303
C (2.43, 7.35, 8.71)  -0.469
C (1.42, 7.63, 9.64)  -0.397
C (0.18, 7.00, 9.54)  -0.639
C (-0.07, 6.11, 8.50)  -0.057
H (2.98, 6.26, 6.94)  0.431
H (3.39, 7.84, 8.79)  0.365
H (1.61, 8.33, 10.45)  0.371
H (-0.60, 7.22, 10.27)  0.361
H (-1.05, 5.63, 8.43)  0.395
O (-0.02, 0.90, -10.46)  -0.645
N (-0.60, 1.94, -10.83)  1.114
O (-1.82, 2.01, -11.06)  -0.610
C (0.20, 3.15, -11.00)  -0.296
C (1.58, 3.11, -10.78)  -0.254
C (2.35, 4.26, -10.97)  -0.703
C (1.73, 5.45, -11.37)  -0.536
C (0.35, 5.49, -11.57)  -0.477
C (-0.42, 4.34, -11.39)  0.037
H (2.08, 2.19, -10.47)  0.453
H (3.42, 4.23, -10.82)  0.421
H (2.33, 6.34, -11.52)  0.478
H (-0.12, 6.42, -11.88)  0.459
H (-1.50, 4.40, -11.55)  0.562
O (-0.50, 6.40, -8.46)  -0.581
N (-1.42, 6.86, -7.77)  0.982
O (-1.52, 8.05, -7.44)  -0.590
C (-2.47, 5.94, -7.33)  -0.020
C (-2.38, 4.58, -7.66)  -0.113
C (-3.37, 3.70, -7.21)  -0.496
C (-4.44, 4.18, -6.45)  -0.442
C (-4.53, 5.53, -6.13)  -0.402
C (-3.55, 6.42, -6.57)  -0.407
H (-1.56, 4.19, -8.25)  0.475
H (-3.31, 2.64, -7.45)  0.418
H (-5.20, 3.49, -6.10)  0.372
H (-5.37, 5.90, -5.54)  0.367
H (-3.63, 7.48, -6.31)  0.430
O (1.45, 5.53, -14.50)  -0.556
N (0.99, 5.84, -15.61)  0.950
O (1.45, 6.72, -16.34)  -0.583
C (-0.19, 5.10, -16.08)  -0.109
C (-0.77, 4.12, -15.27)  -0.106
C (-1.90, 3.44, -15.71)  -0.475
C (-2.45, 3.73, -16.96)  -0.385
C (-1.87, 4.71, -17.77)  -0.439
C (-0.73, 5.39, -17.34)  -0.366
H (-0.35, 3.87, -14.29)  0.513
H (-2.36, 2.68, -15.08)  0.404
H (-3.34, 3.20, -17.30)  0.365
H (-2.30, 4.93, -18.75)  0.367
H (-0.29, 6.15, -17.98)  0.429
O (-0.02, -7.52, -1.96)  -0.656
N (0.99, -7.09, -2.53)  1.060
O (1.80, -6.31, -2.02)  -0.623
C (1.24, -7.53, -3.91)  0.070
C (0.33, -8.39, -4.54)  -0.225
C (0.56, -8.79, -5.86)  -0.520
C (1.70, -8.34, -6.53)  -0.351
C (2.61, -7.50, -5.90)  -0.521
C (2.39, -7.09, -4.58)  -0.263
H (-0.56, -8.75, -4.03)  0.431
H (-0.14, -9.45, -6.36)  0.366
H (1.88, -8.65, -7.56)  0.365
H (3.50, -7.16, -6.43)  0.368
H (3.11, -6.43, -4.10)  0.439